Computed, not measured: 9 unconnected molecules or ions with the total composition C54H51BF8N3O3P, with ωB97M-V/def2-TZVPD.

Calculated values
Frontier orbital gap in eV: 9.0
Total charge: 0
Structure (SMILES): CCOB(O)[C@@](C#N)(CC#N)P(N)O.Fc1ccccc1.Fc1ccccc1.Fc1ccccc1.Fc1ccccc1.Fc1ccccc1.Fc1ccccc1.Fc1ccccc1.Fc1ccccc1

Geometry (Å):
C  0.001  -0.497  -8.265
C  1.172  -1.521  -7.817
O  1.413  -1.528  -6.380
B  0.274  -1.984  -5.635
O  -0.539  -3.029  -6.272
C  -0.222  -1.423  -4.186
C  -1.097  -0.088  -4.495
N  -1.593  0.979  -4.803
C  -1.237  -2.463  -3.476
C  -0.585  -3.928  -3.236
N  0.059  -4.929  -3.491
P  1.193  -0.857  -3.024
N  1.396  -1.964  -1.671
O  0.571  0.605  -2.304
H  -1.032  -0.999  -8.292
H  -0.068  0.420  -7.561
H  0.247  -0.170  -9.347
H  2.148  -1.122  -8.302
H  0.991  -2.552  -8.281
H  -1.455  -2.702  -6.424
H  -1.502  -2.060  -2.432
H  -2.211  -2.512  -4.090
H  2.387  -2.216  -1.545
H  0.960  -1.625  -0.800
H  -0.294  0.414  -1.854
F  -1.348  0.285  0.232
C  -0.968  1.272  1.067
C  -1.029  1.067  2.435
C  -0.632  2.084  3.297
C  -0.189  3.300  2.778
C  -0.137  3.496  1.401
C  -0.524  2.473  0.540
H  -1.385  0.117  2.819
H  -0.668  1.932  4.371
H  0.116  4.095  3.450
H  0.205  4.444  0.998
H  -0.482  2.604  -0.535
F  -2.035  -9.067  -9.518
C  -1.655  -8.075  -8.697
C  -1.709  -8.268  -7.324
C  -1.312  -7.242  -6.473
C  -0.875  -6.030  -7.003
C  -0.829  -5.845  -8.383
C  -1.217  -6.875  -9.235
H  -2.060  -9.215  -6.930
H  -1.342  -7.385  -5.398
H  -0.569  -5.229  -6.339
H  -0.492  -4.899  -8.794
H  -1.179  -6.752  -10.311
F  1.240  -1.944  1.957
C  0.712  -2.919  2.716
C  0.754  -4.230  2.266
C  0.211  -5.240  3.054
C  -0.377  -4.927  4.278
C  -0.417  -3.606  4.717
C  0.135  -2.597  3.935
H  1.208  -4.453  1.307
H  0.245  -6.271  2.715
H  -0.803  -5.714  4.889
H  -0.879  -3.364  5.669
H  0.120  -1.565  4.265
F  -2.381  -5.689  6.317
C  -3.418  -6.413  5.861
C  -4.296  -6.989  6.766
C  -5.372  -7.735  6.295
C  -5.551  -7.905  4.923
C  -4.660  -7.327  4.024
C  -3.590  -6.572  4.494
H  -4.136  -6.852  7.829
H  -6.070  -8.183  6.994
H  -6.388  -8.491  4.557
H  -4.798  -7.464  2.956
H  -2.892  -6.107  3.808
F  3.593  -1.428  -10.605
C  4.783  -0.978  -10.177
C  5.233  -1.335  -8.914
C  6.469  -0.871  -8.473
C  7.235  -0.048  -9.294
C  6.771  0.308  -10.558
C  5.541  -0.163  -11.004
H  4.620  -1.969  -8.285
H  6.834  -1.151  -7.490
H  8.197  0.317  -8.947
H  7.368  0.954  -11.194
H  5.168  0.097  -11.988
F  1.321  6.058  3.258
C  0.911  6.905  4.215
C  1.845  7.479  5.065
C  1.417  8.361  6.053
C  0.060  8.650  6.185
C  -0.868  8.064  5.328
C  -0.439  7.191  4.334
H  2.895  7.235  4.952
H  2.138  8.822  6.719
H  -0.273  9.335  6.959
H  -1.925  8.287  5.435
H  -1.145  6.732  3.653
F  -2.883  5.456  3.205
C  -3.909  4.723  2.743
C  -4.789  4.141  3.642
C  -5.854  3.384  3.163
C  -6.021  3.211  1.791
C  -5.128  3.796  0.897
C  -4.069  4.561  1.375
H  -4.638  4.280  4.706
H  -6.554  2.931  3.858
H  -6.850  2.617  1.418
H  -5.257  3.656  -0.171
H  -3.369  5.032  0.694
F  2.310  9.267  9.296
C  3.413  8.528  9.497
C  3.717  7.504  8.613
C  4.862  6.741  8.819
C  5.685  7.004  9.912
C  5.367  8.032  10.796
C  4.228  8.803  10.584
H  3.061  7.308  7.774
H  5.114  5.942  8.129
H  6.576  6.406  10.074
H  6.007  8.234  11.649
H  3.970  9.612  11.257


Computed, not measured: a single C5H5ClFN molecule, with ωB97M-V/def2-TZVPD.

Calculated values
Frontier orbital gap in eV: 10.7
Total charge: 0
Structure (SMILES): N#C/C=C\C[C@H](F)Cl

Geometry (Å):
C  -1.183  -0.643  0.559
C  -1.027  0.748  0.113
C  0.415  1.028  -0.385
C  1.508  0.319  -0.438
C  1.856  -1.091  -0.074
H  -2.185  -0.695  1.115
H  -1.449  1.680  0.797
H  -1.699  0.869  -0.842
H  0.516  1.978  -0.899
H  2.528  0.981  -0.574
N  2.132  -2.250  -0.043
F  -0.118  -1.164  1.427
Cl  -1.295  -1.759  -0.757


> What is the formula in the first record?

C54H51BF8N3O3P


> The lowest frontier orbital gap belongs to which entry?

C54H51BF8N3O3P


> Look up the frontier orbital gap of the second one.

10.7 eV


> The highest frontier orbital gap belongs to which entry?

C5H5ClFN